Arrangement i

Entry from the OMol25 dataset: an isolated molecule of CH2N4O (ωB97M-V/def2-TZVPD).

Values from the calculation:
Total charge: 0
HOMO, eV: -10.911
Structure (SMILES): On1cnnn1

Last column: Mulliken charge in e.
Element x y z (Å)
O  -1.76  -0.49  -0.04  -0.404
N  -0.35  -0.40  0.05  0.462
C  0.39  0.73  -0.05  0.072
N  1.63  0.39  -0.03  -0.325
N  1.74  -0.93  0.00  -0.225
N  0.49  -1.42  -0.03  -0.281
H  -2.03  0.47  0.04  0.387
H  -0.11  1.65  0.06  0.315

=====

Arrangement ii

Entry from the OMol25 dataset: an isolated molecule of CH2N4O (ωB97M-V/def2-TZVPD).

Values from the calculation:
Total charge: 0
HOMO, eV: -10.249
Structure (SMILES): On1cnnn1

Last column: Mulliken charge in e.
Element x y z (Å)
O  0.48  -0.14  1.57  -0.500
N  -0.05  -0.06  0.37  0.699
C  0.66  -0.33  -0.68  -0.178
N  -0.03  0.17  -1.76  -0.243
N  -1.07  0.67  -1.23  -0.293
N  -1.04  0.72  0.15  -0.364
H  -0.47  -0.13  2.27  0.431
H  1.53  -0.89  -0.70  0.448

=====

Arrangement iii

Entry from the OMol25 dataset: an isolated molecule of CH2N4O (ωB97M-V/def2-TZVPD).

Values from the calculation:
Total charge: 0
HOMO, eV: -9.919
Structure (SMILES): [H]/N=c1/nno[nH]1

Last column: Mulliken charge in e.
Element x y z (Å)
H  2.41  -0.57  0.22  0.248
N  1.96  0.23  0.62  -0.507
C  0.72  -0.08  0.36  0.343
N  -0.39  0.85  0.84  -0.228
N  -1.38  0.56  0.05  0.052
O  -1.13  -0.36  -0.83  -0.041
N  0.11  -0.83  -0.78  -0.108
H  0.16  -1.78  -0.76  0.242

=====

Most stable: arrangement i

=====

Arrangement i

Entry from the OMol25 dataset: an isolated molecule of CH5N3S (ωB97M-V/def2-TZVPD).

Values from the calculation:
Total charge: 0
HOMO, eV: -8.076
Structure (SMILES): NN/N=C/S

Last column: Mulliken charge in e.
Element x y z (Å)
N  -1.27  1.15  -0.32  -0.592
N  -0.76  0.02  0.28  -0.117
N  0.46  -0.49  -0.21  -0.342
C  1.26  -1.01  0.64  0.012
S  2.36  -2.08  -0.14  -0.233
H  -1.91  1.01  -1.19  0.251
H  -0.50  1.71  -0.72  0.248
H  -0.87  0.14  1.28  0.254
H  1.28  -1.11  1.68  0.354
H  2.13  -1.41  -1.22  0.166

=====

Arrangement ii

Entry from the OMol25 dataset: an isolated molecule of CH5N3S (ωB97M-V/def2-TZVPD).

Values from the calculation:
Total charge: 0
HOMO, eV: -8.017
Structure (SMILES): N/N=C/NS

Last column: Mulliken charge in e.
Element x y z (Å)
N  0.62  -1.90  -0.41  -0.553
N  0.51  -0.60  0.12  -0.198
C  -0.39  0.14  -0.41  0.027
N  -0.61  1.42  0.14  -0.271
S  0.33  1.96  1.48  -0.139
H  0.41  -1.90  -1.43  0.235
H  1.57  -2.24  -0.25  0.242
H  -0.90  0.04  -1.33  0.298
H  -1.35  2.01  -0.23  0.230
H  -0.18  1.07  2.33  0.129

=====

Most stable: arrangement ii

=====

Arrangement i

Entry from the OMol25 dataset: an isolated molecule of C2H4N2O2 (ωB97M-V/def2-TZVPD).

Values from the calculation:
Total charge: 0
HOMO, eV: -10.383
Structure (SMILES): [H]/N=C\NOC=O

Last column: Mulliken charge in e.
Element x y z (Å)
H  -0.97  1.52  -0.66  0.271
N  -0.28  1.92  -0.09  -0.603
C  0.23  1.09  0.85  0.070
N  -0.07  -0.34  1.16  -0.309
O  -0.68  -0.62  -0.05  -0.226
C  -0.11  -1.35  -1.08  0.353
O  1.14  -1.37  -1.12  -0.548
H  0.76  1.34  1.83  0.327
H  1.11  -0.45  0.82  0.386
H  -1.13  -1.74  -1.67  0.278

=====

Arrangement ii

Entry from the OMol25 dataset: a cluster of 2 separate species, C2H4N2O2 in total (ωB97M-V/def2-TZVPD).

Values from the calculation:
Total charge: 0
HOMO, eV: -11.224
Structure (SMILES): O=[NH+][O-].CC#N

Last column: Mulliken charge in e.
Element x y z (Å)
O  -1.14  0.65  0.78  -0.457
N  -0.65  1.71  0.49  0.566
O  0.09  2.35  1.15  -0.482
H  -0.95  2.12  -0.45  0.323
C  0.55  -1.45  -0.06  -0.881
C  0.14  -0.52  -1.01  0.583
N  -0.10  0.36  -1.67  -0.536
H  0.85  -1.06  1.02  0.276
H  1.39  -1.88  -0.48  0.339
H  -0.19  -2.28  0.23  0.268

=====

Arrangement iii

Entry from the OMol25 dataset: an isolated molecule of C2H4N2O2 (ωB97M-V/def2-TZVPD).

Values from the calculation:
Total charge: 0
HOMO, eV: -9.417
Structure (SMILES): NCON=C=O

Last column: Mulliken charge in e.
Element x y z (Å)
N  -0.87  0.38  0.36  -0.392
C  -0.19  0.77  -0.78  -0.178
O  0.28  -0.32  -1.82  -0.281
N  1.56  -0.38  -2.17  -0.025
C  2.70  -0.26  -1.85  0.517
O  3.90  -0.40  -2.03  -0.491
H  -0.39  -0.02  1.10  0.170
H  -1.85  0.61  0.82  0.221
H  -1.09  1.51  -1.07  0.226
H  0.76  1.30  -0.46  0.234

=====

Arrangement iv

Entry from the OMol25 dataset: an isolated molecule of C2H4N2O2 (ωB97M-V/def2-TZVPD).

Values from the calculation:
Total charge: 0
HOMO, eV: -9.982
Structure (SMILES): NC(=O)/N=C/O

Last column: Mulliken charge in e.
Element x y z (Å)
N  -1.84  0.50  0.22  -0.334
C  -0.53  0.56  0.59  0.457
O  -0.09  1.22  1.51  -0.602
N  0.21  -0.24  -0.29  -0.471
C  1.47  -0.36  -0.19  0.200
O  2.04  -1.15  -1.10  -0.481
H  -2.53  0.94  0.81  0.237
H  -2.12  -0.16  -0.48  0.232
H  2.16  0.09  0.53  0.375
H  1.23  -1.39  -1.59  0.387

=====

Most stable: arrangement iv

=====

Arrangement i

Entry from the OMol25 dataset: an isolated molecule of C2H4N2O2 (ωB97M-V/def2-TZVPD).

Values from the calculation:
Total charge: 0
HOMO, eV: -10.653
Structure (SMILES): C/C=N/[N+](=O)[O-]

Last column: Mulliken charge in e.
Element x y z (Å)
C  1.65  -0.22  -0.09  -0.927
C  0.14  -0.27  0.10  0.144
N  -0.60  0.41  -0.62  -0.391
N  -2.12  0.40  -0.15  1.009
O  -2.28  0.45  1.04  -0.533
O  -2.88  0.32  -1.03  -0.521
H  2.25  -1.07  0.07  0.350
H  2.03  0.44  0.69  0.261
H  2.12  0.27  -1.06  0.270
H  -0.29  -0.73  1.06  0.338

=====

Arrangement ii

Entry from the OMol25 dataset: an isolated molecule of C2H4N2O2 (ωB97M-V/def2-TZVPD).

Values from the calculation:
Total charge: 0
HOMO, eV: -9.299
Structure (SMILES): C1=NOCON1

Last column: Mulliken charge in e.
Element x y z (Å)
C  -0.78  1.00  0.08  0.027
N  0.42  1.38  -0.04  -0.359
O  1.34  0.31  -0.21  -0.221
C  0.83  -0.88  0.34  -0.210
O  -0.40  -1.25  -0.32  -0.332
N  -1.34  -0.24  -0.07  -0.132
H  -1.52  1.78  0.32  0.367
H  0.59  -0.73  1.39  0.308
H  1.54  -1.69  0.19  0.279
H  -2.06  -0.58  0.60  0.272

=====

Most stable: arrangement ii

=====

Arrangement i

Entry from the OMol25 dataset: a cluster of 2 separate species, C4H8S2 in total (ωB97M-V/def2-TZVPD).

Values from the calculation:
Total charge: 0
HOMO, eV: -8.374
Structure (SMILES): CC1=C(S)C1.S

Last column: Mulliken charge in e.
Element x y z (Å)
C  0.61  0.85  -1.76  -0.976
C  -0.18  0.88  -0.53  0.529
C  -1.04  0.32  0.28  -0.193
S  -2.02  -1.01  0.78  -0.210
C  -0.58  1.70  0.67  -0.535
H  1.46  0.18  -1.65  0.258
H  0.99  1.84  -2.00  0.290
H  0.00  0.49  -2.59  0.285
H  -1.78  -1.74  -0.31  0.143
H  0.11  1.81  1.50  0.198
H  -1.25  2.54  0.56  0.214
S  1.83  -2.57  1.76  -0.250
H  0.88  -1.72  1.38  0.108
H  0.96  -3.56  1.91  0.138

=====

Arrangement ii

Entry from the OMol25 dataset: an isolated molecule of C4H8S2 (ωB97M-V/def2-TZVPD).

Values from the calculation:
Total charge: 0
HOMO, eV: -8.779
Structure (SMILES): CCCC(=S)S

Last column: Mulliken charge in e.
Element x y z (Å)
C  2.19  -0.47  -0.80  -0.879
C  1.87  0.35  0.25  -0.377
C  0.71  -0.31  1.09  -0.773
C  -0.55  0.13  0.24  0.207
S  -0.96  1.64  -0.18  -0.228
S  -1.42  -1.31  -0.20  -0.160
H  2.86  -1.56  -0.58  0.226
H  1.52  -0.63  -1.71  0.282
H  3.24  0.16  -1.07  0.248
H  1.66  1.37  -0.14  0.333
H  2.82  0.44  0.97  0.272
H  0.81  -1.33  1.23  0.433
H  0.57  0.30  2.07  0.249
H  -0.76  -2.26  0.64  0.167

=====

Arrangement iii

Entry from the OMol25 dataset: an isolated molecule of C4H8S2 (ωB97M-V/def2-TZVPD).

Values from the calculation:
Total charge: 0
HOMO, eV: -8.598
Structure (SMILES): CCC(=S)SC

Last column: Mulliken charge in e.
Element x y z (Å)
C  -2.18  -0.27  0.53  -0.859
C  -1.27  -0.32  -0.76  -0.521
C  0.08  0.35  -0.39  0.185
S  0.36  1.95  -0.20  -0.252
S  1.30  -0.83  -0.26  0.013
C  2.70  0.10  0.28  -0.860
H  -1.50  -0.45  1.60  0.211
H  -3.07  -0.96  0.55  0.319
H  -2.35  0.92  0.63  0.246
H  -1.12  -1.36  -1.12  0.318
H  -1.78  0.21  -1.63  0.282
H  3.48  -0.80  0.34  0.289
H  2.38  0.75  1.08  0.315
H  2.97  0.70  -0.64  0.313

=====

Most stable: arrangement iii

=====

Arrangement i

Entry from the OMol25 dataset: an isolated molecule of C4H8S2 (ωB97M-V/def2-TZVPD).

Values from the calculation:
Total charge: 0
HOMO, eV: -8.525
Structure (SMILES): C=CSCCS

Last column: Mulliken charge in e.
Element x y z (Å)
C  -0.68  3.45  -0.38  -0.661
C  -1.01  2.21  -0.56  -0.020
S  0.17  0.94  -0.14  -0.100
C  -0.80  -0.53  0.30  -0.454
C  -0.31  -1.79  -0.30  -0.733
S  1.25  -2.33  0.48  -0.205
H  -1.32  4.34  -0.72  0.193
H  0.18  3.77  0.10  0.279
H  -2.03  1.99  -0.99  0.250
H  -1.85  -0.45  0.14  0.376
H  -0.82  -0.68  1.44  0.301
H  0.21  -1.57  -1.21  0.279
H  -1.11  -2.49  -0.41  0.381
H  0.84  -2.63  1.76  0.113

=====

Arrangement ii

Entry from the OMol25 dataset: an isolated molecule of C4H8S2 (ωB97M-V/def2-TZVPD).

Values from the calculation:
Total charge: 0
HOMO, eV: -8.149
Structure (SMILES): CS/C=C/SC

Last column: Mulliken charge in e.
Element x y z (Å)
C  -0.03  -3.14  -0.04  -0.775
S  1.06  -1.97  -0.81  -0.115
C  0.97  -0.58  0.32  -0.516
C  0.36  0.56  -0.07  -0.059
S  0.31  1.99  0.93  -0.040
C  -0.67  3.11  -0.08  -0.847
H  -0.98  -2.76  0.39  0.295
H  -0.22  -3.87  -0.81  0.267
H  0.41  -3.50  0.86  0.285
H  1.50  -0.62  1.29  0.329
H  -0.08  0.66  -1.09  0.296
H  -0.18  3.49  -1.01  0.293
H  -0.89  4.01  0.56  0.292
H  -1.55  2.60  -0.43  0.295

=====

Arrangement iii

Entry from the OMol25 dataset: an isolated molecule of C4H8S2 (ωB97M-V/def2-TZVPD).

Values from the calculation:
Total charge: 0
HOMO, eV: -7.972
Structure (SMILES): CS/C=C/SC

Last column: Mulliken charge in e.
Element x y z (Å)
C  3.11  0.56  0.20  -0.836
S  2.13  -0.71  -0.64  -0.059
C  0.59  0.13  -0.73  -0.227
C  -0.58  -0.51  -0.54  -0.244
S  -2.12  0.26  -0.92  -0.058
C  -3.10  -0.35  0.47  -0.790
H  2.75  0.73  1.21  0.298
H  4.14  0.20  0.25  0.300
H  3.08  1.48  -0.34  0.283
H  0.62  1.23  -0.99  0.236
H  -0.61  -1.56  -0.22  0.268
H  -3.09  -1.46  0.51  0.264
H  -4.16  -0.04  0.26  0.279
H  -2.77  0.04  1.45  0.287

=====

Most stable: arrangement iii

=====

Arrangement i

Entry from the OMol25 dataset: a structure of composition C3H4S2 (ωB97M-V/def2-TZVPD).

Values from the calculation:
Total charge: 0
HOMO, eV: -8.972

Last column: Mulliken charge in e.
Element x y z (Å)
C  2.04  -0.16  -0.07  -0.469
C  0.73  0.02  -0.32  -0.091
C  -2.02  -0.08  0.03  -0.209
H  2.42  0.89  0.08  0.229
H  2.79  -1.16  0.65  0.257
H  -0.03  1.01  -0.52  0.185
H  -1.72  0.89  0.40  0.287
S  -0.61  -1.12  -0.15  0.016
S  -3.59  -0.30  -0.10  -0.205

=====

Arrangement ii

Entry from the OMol25 dataset: an isolated molecule of C3H4S2 (ωB97M-V/def2-TZVPD).

Values from the calculation:
Total charge: 0
HOMO, eV: -8.982
Structure (SMILES): C=CC(=S)S

Last column: Mulliken charge in e.
Element x y z (Å)
C  -1.24  -0.46  -0.02  -0.641
C  0.05  -0.82  -0.01  0.028
C  1.17  0.15  -0.02  0.288
S  2.73  -0.26  -0.02  -0.252
S  0.85  1.88  -0.03  -0.175
H  -2.01  -1.29  -0.09  0.221
H  -1.56  0.55  -0.15  0.157
H  0.45  -1.87  0.07  0.278
H  -0.44  2.11  0.28  0.096

=====

Arrangement iii

Entry from the OMol25 dataset: a cluster of 2 separate species, C3H4S2 in total (ωB97M-V/def2-TZVPD).

Values from the calculation:
Total charge: 0
HOMO, eV: -8.652
Structure (SMILES): C=C=S.C=S

Last column: Mulliken charge in e.
Element x y z (Å)
C  -2.30  -1.80  0.43  -0.476
C  -2.25  -0.53  0.13  0.294
S  -1.97  0.97  -0.17  -0.311
H  -2.79  -2.67  0.00  0.295
H  -2.15  -2.00  1.52  0.196
C  3.06  1.57  -0.61  -0.359
S  2.44  0.50  0.43  -0.163
H  2.59  1.50  -1.59  0.248
H  3.37  2.45  -0.14  0.274

=====

Arrangement iv

Entry from the OMol25 dataset: an isolated molecule of C3H4S2 (ωB97M-V/def2-TZVPD).

Values from the calculation:
Total charge: 0
HOMO, eV: -8.930
Structure (SMILES): S=C[C@H]1CS1

Last column: Mulliken charge in e.
Element x y z (Å)
S  1.29  1.68  0.89  -0.233
C  0.21  0.51  0.87  -0.245
C  0.23  -0.58  -0.19  0.063
C  -0.49  -1.86  -0.02  -0.680
S  -1.23  -0.66  -1.21  -0.103
H  -0.70  0.49  1.53  0.257
H  1.22  -0.66  -0.74  0.380
H  -1.05  -1.97  0.89  0.290
H  -0.05  -2.79  -0.54  0.271

=====

Most stable: arrangement ii

=====

Arrangement i

Entry from the OMol25 dataset: an isolated molecule of C3H4S2 (ωB97M-V/def2-TZVPD).

Values from the calculation:
Total charge: 0
HOMO, eV: -8.857
Structure (SMILES): S=CCC=S

Last column: Mulliken charge in e.
Element x y z (Å)
S  2.53  0.61  -0.27  -0.232
C  0.94  0.75  -0.26  -0.208
C  0.13  -0.47  -0.41  -0.257
C  -1.00  -0.42  0.59  -0.327
S  -2.57  -0.53  0.32  -0.212
H  0.44  1.73  -0.12  0.327
H  -0.31  -0.47  -1.44  0.266
H  0.78  -1.40  -0.35  0.297
H  -0.68  -0.35  1.60  0.346

=====

Arrangement ii

Entry from the OMol25 dataset: an isolated molecule of C3H4S2 (ωB97M-V/def2-TZVPD).

Values from the calculation:
Total charge: 0
HOMO, eV: -8.386

Last column: Mulliken charge in e.
Element x y z (Å)
C  1.07  0.30  -0.17  -0.408
C  -0.39  0.53  0.31  -0.177
C  -1.60  -0.04  -0.23  -0.270
S  1.08  -1.45  -0.45  -0.270
S  -1.09  -1.38  0.61  0.015
H  1.48  1.00  -0.90  0.349
H  1.60  0.26  0.87  0.223
H  -0.44  1.05  1.27  0.326
H  -1.70  -0.26  -1.31  0.213

=====

Most stable: arrangement i

=====

Arrangement i

Entry from the OMol25 dataset: a cluster of 2 separate species, C3H4S2 in total (ωB97M-V/def2-TZVPD).

Values from the calculation:
Total charge: 0
HOMO (alpha / beta), eV: -8.690 / -8.416

Last column: Mulliken charge in e.
Element x y z (Å)
C  -1.90  0.27  -0.61  0.159
C  -0.76  0.03  -0.26  -0.429
C  0.57  -0.10  0.04  -0.236
S  1.83  1.10  -0.26  -0.175
S  1.21  -1.80  -0.23  -0.180
H  -2.77  0.69  -1.11  0.397
H  0.27  0.03  1.90  0.145
H  1.59  2.06  0.74  0.168
H  -0.03  -2.29  -0.21  0.152

=====

Arrangement ii

Entry from the OMol25 dataset: a structure of composition C3H4S2 (ωB97M-V/def2-TZVPD).

Values from the calculation:
Total charge: 0
HOMO, eV: -8.740

Last column: Mulliken charge in e.
Element x y z (Å)
C  0.43  0.20  -0.01  0.158
C  -0.62  1.31  -0.19  -0.389
C  -1.84  0.48  0.22  -0.453
H  -0.73  1.60  -1.25  0.233
H  -0.44  2.19  0.51  0.251
H  -2.75  0.56  -0.40  0.322
H  -2.05  0.57  1.31  0.264
S  2.01  -0.01  0.05  -0.293
S  -0.88  -1.05  -0.07  -0.093

=====

Most stable: arrangement ii